No. 1
105
Properties=species:S:1:pos:R:3:forces:R:3 method="wB97M-V/def2-TZVPD" total_energy_ha=-2413.5343 charge=+1
C -0.38539 -2.07145 1.29785 0.55 -0.31 -0.77
C 0.15159 -0.92123 0.21231 -1.72 -1.44 -0.33
Cl 0.57112 0.68196 1.08184 0.09 -1.51 -0.67
C 1.33938 -1.47168 -0.78121 0.80 0.69 0.04
C 2.74093 -1.86680 -0.02499 5.92 -1.35 3.04
N 4.00146 -2.56832 -0.55504 -0.80 1.31 2.97
C 5.09488 -2.70425 0.48131 -7.29 3.45 0.17
N 6.36405 -3.22657 0.43361 0.10 -0.37 0.58
N 4.42129 -2.04397 1.66432 1.37 -1.01 -0.67
C 4.95727 -1.77589 3.08395 -0.08 2.08 0.77
C 4.91216 -0.11112 3.23832 -0.09 2.90 0.03
C 5.64687 0.70997 1.98262 -1.89 2.47 3.04
C 5.63910 2.35044 1.98513 -1.97 -2.96 3.21
C 4.89845 3.13412 3.25665 0.21 -3.94 -0.30
C 4.17317 2.29330 4.50522 1.97 -1.39 -3.49
C 4.17203 0.63431 4.51009 1.81 2.43 -3.37
N 3.13901 -1.58299 1.40646 -0.36 -1.62 -4.72
H -1.55843 -2.01464 1.44188 2.69 0.10 -0.25
H 0.19641 -2.00907 2.32202 -1.27 -0.08 -2.07
H -0.15100 -3.11358 0.77110 -0.58 2.18 1.31
H -0.80521 -0.67335 -0.45489 2.51 -0.48 1.35
H 1.59351 -0.60758 -1.54748 -0.27 -1.77 1.62
H 1.00090 -2.39686 -1.42374 0.61 1.76 1.61
H 6.57402 -4.08817 1.00690 -0.41 1.61 -1.03
H 7.18400 -2.79305 -0.07507 -1.90 -0.63 0.73
H 6.08974 -2.06272 3.19951 -2.46 0.11 -0.62
H 4.26560 -2.30121 3.90154 1.63 1.08 -1.94
H 6.14371 0.10530 1.08285 -1.23 1.48 2.27
H 6.13274 2.90903 1.07570 -1.14 -1.09 2.20
H 4.91932 4.31249 3.22760 -0.19 -2.63 0.28
H 3.66279 2.95877 5.33769 1.16 -1.78 -1.84
H 3.63893 0.03222 5.39169 1.39 1.43 -2.26
H 2.54683 -1.08238 2.10588 1.01 -0.45 -0.56
C -3.23898 -2.75376 -4.88210 0.47 0.28 -0.01
C -1.81108 -2.23999 -4.75160 -0.38 0.19 -0.22
C -1.01594 -2.94563 -3.65312 0.26 0.11 -0.19
C -1.54393 -2.66238 -2.31167 -0.46 -0.05 0.92
N -1.96280 -2.44240 -1.25247 0.43 -0.27 -1.37
H -3.82164 -2.55363 -3.97827 0.01 -0.04 -0.07
H -3.74138 -2.25855 -5.71907 0.42 -0.20 0.42
H -3.25185 -3.83235 -5.06949 -0.09 0.18 -0.03
H -1.83232 -1.15834 -4.56933 0.15 -0.15 0.01
H -1.29791 -2.39300 -5.70824 0.08 0.01 0.23
H 0.02647 -2.61071 -3.70235 -0.05 -0.06 0.20
H -1.01007 -4.02698 -3.83153 -0.09 0.12 0.20
C -8.75712 -2.70161 -3.98133 -0.18 -0.08 0.12
C -8.27417 -1.41942 -4.64664 -0.16 -0.06 0.47
C -7.76079 -1.63679 -6.07003 -0.06 0.41 -0.06
C -6.53956 -2.45279 -6.10482 0.74 -0.71 -0.21
N -5.57754 -3.10044 -6.13331 -1.99 0.52 -0.30
H -7.94081 -3.41780 -3.85035 -0.08 0.02 -0.07
H -9.16778 -2.47947 -2.99130 0.08 -0.03 -0.10
H -9.54346 -3.17903 -4.57493 0.21 0.05 0.12
H -7.49196 -0.96402 -4.02664 -0.07 0.02 -0.20
H -9.10905 -0.70966 -4.68040 0.19 -0.03 -0.13
H -7.54846 -0.66061 -6.52081 0.16 -0.19 -0.03
H -8.54053 -2.10524 -6.68139 0.26 -0.08 0.13
C 6.43897 4.77965 6.89609 0.08 -0.10 -0.04
C 6.53716 6.27339 7.17717 0.33 -0.29 0.12
C 5.27426 7.04268 6.78975 0.17 0.25 0.20
C 5.04205 7.04083 5.33904 -0.37 0.01 -1.13
N 4.85590 7.03632 4.19402 0.28 -0.15 1.38
H 6.33735 4.57857 5.82571 -0.02 0.01 0.05
H 7.34281 4.27125 7.24646 -0.17 0.02 -0.05
H 5.58042 4.33912 7.41325 0.08 0.02 -0.01
H 7.40766 6.68305 6.64985 -0.20 0.04 0.09
H 6.71748 6.41412 8.24936 -0.10 0.10 -0.18
H 5.37423 8.07908 7.13195 -0.14 -0.09 -0.20
H 4.40549 6.62044 7.30759 0.05 0.04 -0.21
C 0.72263 5.33084 -2.38361 -0.03 0.13 -0.04
C 0.29610 4.21471 -1.43903 0.00 0.44 0.12
C 0.45748 2.82016 -2.04401 -0.09 -0.09 0.29
C -0.44892 2.59498 -3.17812 -0.62 -0.28 -1.04
N -1.16151 2.41797 -4.07625 0.88 0.19 1.16
H 0.08974 5.36587 -3.27506 0.09 -0.03 0.06
H 0.64352 6.29965 -1.88033 0.03 -0.13 -0.12
H 1.76155 5.19866 -2.70267 -0.10 0.03 0.01
H -0.74525 4.37808 -1.13481 0.17 -0.16 -0.03
H 0.90765 4.27514 -0.53113 -0.11 -0.16 -0.09
H 0.24876 2.07372 -1.26910 -0.05 0.02 -0.23
H 1.49583 2.66730 -2.35971 -0.17 0.02 -0.13
C -10.78356 -4.75502 -10.36967 -0.13 0.04 -0.04
C -9.35566 -4.24124 -10.23916 -0.32 0.13 -0.30
C -8.56051 -4.94688 -9.14068 0.27 0.15 -0.18
C -9.08850 -4.66364 -7.79924 -0.37 -0.01 1.11
N -9.50737 -4.44365 -6.74004 0.46 -0.26 -1.45
H -11.36622 -4.55488 -9.46584 0.06 -0.06 -0.06
H -11.28596 -4.25980 -11.20664 0.03 -0.11 0.13
H -10.79643 -5.83360 -10.55706 -0.02 0.11 0.03
H -9.37689 -3.15959 -10.05690 0.12 -0.18 0.01
H -8.84249 -4.39425 -11.19581 0.06 0.03 0.22
H -7.51810 -4.61196 -9.18992 -0.11 -0.08 0.23
H -8.55464 -6.02824 -9.31909 -0.07 0.13 0.19
C 2.49625 1.38043 9.56324 -0.12 0.06 -0.04
C 3.80911 0.89044 8.96642 -0.38 0.04 -0.17
C 4.95669 0.86565 9.97602 0.16 -0.20 -0.25
C 5.33386 2.21236 10.42611 0.36 1.07 0.54
N 5.62948 3.27517 10.78498 -0.42 -1.33 -0.56
H 2.56840 2.42137 9.89143 0.01 -0.12 0.02
H 1.69856 1.32100 8.81603 0.06 0.02 0.14
H 2.20286 0.76730 10.42150 0.02 0.09 -0.09
H 4.07253 1.52091 8.10807 0.11 -0.10 0.13
H 3.65868 -0.12546 8.58271 0.16 0.08 0.07
H 5.82691 0.39087 9.50855 0.01 0.18 0.19
H 4.68307 0.24670 10.83813 0.06 0.22 -0.03


No. 2
9
Properties=species:S:1:pos:R:3:forces:R:3 method="wB97M-V/def2-TZVPD" relative_energy_kj_mol=311.0 smiles="O=PNCl.N"
O -1.97218 -2.39511 0.68595 0.96 -1.20 0.42
P -2.49575 -1.63468 -0.44198 -0.83 0.64 -0.30
N -2.85402 -0.21117 0.36159 0.84 0.72 0.73
Cl -3.67492 1.15464 -0.21895 0.10 0.01 -0.27
H -2.10702 0.03446 1.05192 -1.14 -0.17 -0.61
N -0.24057 1.36338 -0.66384 0.23 -0.16 -1.60
H -0.22543 2.17182 -0.01172 0.50 -0.87 -1.06
H -0.51664 1.64336 -1.64436 0.16 0.02 1.81
H 0.66517 0.87146 -0.82660 -0.83 1.00 0.87


No. 3
18
Properties=species:S:1:pos:R:3:forces:R:3 method="wB97M-V/def2-TZVPD" relative_energy_kj_mol=146.0 charge=-1
C -1.42606 1.07701 1.24864 -0.17 -1.77 0.93
C -1.18298 0.13776 2.21418 -0.13 1.08 -1.14
N -0.56269 0.43430 3.45490 0.78 0.82 0.86
N -1.87993 0.66612 -0.04169 -0.44 -0.20 0.06
H -1.18300 2.13535 1.34664 0.09 -0.17 0.61
H -1.36704 -0.93291 2.10199 -0.40 0.33 -0.79
H 0.44465 0.24287 3.49967 -0.65 0.10 -0.29
H -1.00247 -0.01024 4.25144 0.03 -0.09 -0.24
H -1.03744 0.77628 -0.62919 -0.04 -0.01 -0.41
H -2.65122 1.22885 -0.43395 0.85 -0.10 0.51
C 1.66403 -1.51225 -1.88367 -0.54 1.10 0.04
C 1.29760 -0.12109 -2.52258 0.39 0.18 -0.08
S 1.12035 1.23214 -1.26665 0.07 -0.45 -0.20
H 0.90105 -1.71310 -1.10459 0.37 -0.16 -0.47
H 2.60786 -1.37077 -1.36608 0.18 -0.04 0.18
H 1.78978 -2.36805 -2.57160 -0.31 0.36 0.01
H 0.35481 -0.15681 -3.10734 0.55 -0.26 0.21
H 2.11270 0.25452 -3.19013 -0.59 -0.70 0.22


No. 4
27
Properties=species:S:1:pos:R:3:forces:R:3 method="wB97M-V/def2-TZVPD" relative_energy_kj_mol=65.9 smiles="CC=C(C)C.CC(C)O"
C -1.69909 0.02163 0.97311 -0.19 0.14 -0.25
C -1.54179 0.05358 -0.51803 -0.16 -0.01 0.13
C -1.13059 1.11477 -1.20527 0.02 0.00 -0.18
C -1.02494 1.10378 -2.69933 0.01 -0.14 0.09
C -0.72704 2.39800 -0.53496 -0.10 -0.01 0.02
H -1.73753 -0.99506 1.33923 0.06 -0.25 0.15
H -0.89661 0.54969 1.47040 0.20 0.10 0.22
H -2.63185 0.50163 1.26239 -0.17 0.08 0.11
H -1.83764 -0.84263 -1.04712 0.02 -0.06 -0.19
H -1.67102 1.87006 -3.12784 -0.01 0.07 -0.07
H -1.30972 0.13825 -3.11004 0.00 -0.06 -0.07
H -0.00061 1.32535 -3.00064 0.05 0.04 -0.09
H -1.43182 2.66702 0.25044 0.02 0.07 0.07
H -0.69051 3.20845 -1.25977 0.01 0.08 0.01
H 0.26325 2.30498 -0.08713 0.08 0.06 0.06
C 1.59110 -0.89524 2.22295 0.31 0.09 -0.36
C 1.96207 -1.05847 0.74494 0.09 -0.39 0.27
C 1.25865 -2.27026 0.13634 0.42 0.22 0.03
O 1.69068 0.11188 0.00366 0.00 0.28 -0.11
H 2.16174 -1.58640 2.83608 0.03 -0.14 0.13
H 0.53678 -1.08020 2.38249 -0.28 -0.05 0.07
H 1.81611 0.11921 2.53985 0.08 0.10 0.09
H 3.04902 -1.18488 0.66575 -0.15 -0.05 0.04
H 0.18022 -2.13920 0.18516 -0.16 -0.01 0.03
H 1.54727 -2.39103 -0.90511 0.01 -0.03 -0.10
H 1.52610 -3.17284 0.68011 -0.03 -0.14 0.06
H 0.74778 0.12792 -0.19766 -0.16 0.00 -0.14